*a*
Formula: C9H36F2N19O13S2
Source: the Open Molecules 2025 dataset
Level of theory: the ωB97M-V functional and the def2-TZVPD basis

Output
Frontier orbital gap, eV: 8.2
Total charge: -1
Spin multiplicity: 1
HOMO level, eV: -6.65

XYZ file:
```
81
Properties=species:S:1:pos:R:3:mulliken_charge:R:1
N -1.30579 -0.80614 -2.50297 -0.283
S -0.77311 0.30300 -1.56681 1.054
O -0.00045 1.31663 -2.29200 -0.594
O -0.34513 -0.03447 -0.21512 -0.567
F -2.24208 0.99730 -1.30832 -0.311
S 0.09422 -1.78981 -2.62049 1.092
O 0.37361 -2.54631 -1.43967 -0.524
O 1.10235 -1.17687 -3.42299 -0.536
F -0.62064 -2.96434 -3.61622 -0.333
C -2.49550 1.40727 7.17681 0.671
O -1.56542 0.63776 7.35262 -0.648
N -3.48534 1.55463 8.07339 -0.428
N -2.76480 2.16155 6.10550 -0.388
H -3.25389 1.00739 8.89011 0.228
H -4.25572 2.14241 7.78857 0.173
H -3.65922 2.62947 6.07133 0.161
H -2.16449 2.02102 5.30552 0.230
C 4.82791 -1.85513 3.91813 0.633
O 4.85159 -0.75546 3.42539 -0.643
N 3.69866 -2.27549 4.43276 -0.396
N 5.80107 -2.60136 4.24334 -0.383
H 2.86928 -1.71083 4.31707 0.212
H 3.56737 -3.12830 4.95770 0.143
H 5.76484 -3.33291 4.93877 0.195
H 6.72328 -2.20513 4.13103 0.239
C 8.95873 -1.43949 -1.79792 0.623
O 9.15954 -2.42196 -1.21530 -0.609
N 8.06820 -1.32478 -2.67561 -0.349
N 9.66001 -0.32745 -1.68108 -0.377
H 7.46687 -2.13573 -2.70515 0.209
H 7.83909 -0.53070 -3.25614 0.147
H 10.30053 -0.15937 -0.91846 0.206
H 9.36504 0.47902 -2.21277 0.144
C -1.71057 0.71930 -8.66677 0.624
O -2.40813 1.05419 -9.60781 -0.677
N -0.69294 -0.07232 -8.61559 -0.371
N -2.07401 1.08107 -7.47368 -0.390
H -0.14727 -0.32435 -7.80391 0.201
H -0.51065 -0.62211 -9.44300 0.210
H -2.99889 1.48681 -7.46456 0.213
H -1.78672 0.72860 -6.57183 0.191
C 6.91708 3.84451 -4.80133 0.649
O 6.90900 4.77405 -3.99701 -0.677
N 5.82753 3.16452 -5.20244 -0.421
N 7.97252 3.37274 -5.26040 -0.362
H 4.98858 3.52434 -4.77024 0.225
H 5.79843 2.56417 -6.01413 0.183
H 8.83961 3.83392 -5.02469 0.233
H 7.93548 2.71933 -6.02968 0.177
C -4.30012 -3.48218 3.62310 0.596
O -4.70381 -2.97824 2.61913 -0.635
N -5.07888 -4.03274 4.48691 -0.364
N -3.07155 -3.78381 3.84292 -0.375
H -6.08611 -3.96540 4.45450 0.213
H -4.66102 -4.24070 5.38260 0.134
H -3.01355 -3.87828 4.84681 0.177
H -2.39469 -3.49071 3.15295 0.256
C -8.20104 3.56172 4.02047 0.659
O -7.83538 3.54257 5.16177 -0.669
N -7.88341 2.62230 3.15794 -0.368
N -8.84821 4.54298 3.55337 -0.399
H -8.02069 2.82938 2.17898 0.150
H -7.46077 1.73212 3.37940 0.200
H -9.01953 4.69685 2.56996 0.188
H -8.88282 5.25976 4.26410 0.239
C 0.36344 -9.58110 1.03378 0.649
O -0.14253 -10.70800 0.96405 -0.683
N 1.19922 -9.07741 0.19689 -0.388
N -0.07077 -8.72926 1.88784 -0.442
H 1.36245 -8.08187 0.14831 0.178
H 1.47468 -9.59680 -0.62437 0.225
H 0.11539 -7.75357 1.70489 0.218
H -0.99496 -9.09260 2.07203 0.243
C -3.58429 7.95221 -2.54457 0.607
O -3.63688 8.84500 -3.30057 -0.586
N -4.55559 7.63237 -1.66361 -0.411
N -2.55188 7.19872 -2.31823 -0.372
H -5.41299 8.15666 -1.76410 0.213
H -4.29838 7.07460 -0.86185 0.174
H -2.37886 6.60521 -1.51953 0.172
H -1.84615 7.23600 -3.03979 0.204
```

---

*b*
Formula: C9H36F2N19O13S2
Source: the Open Molecules 2025 dataset
Level of theory: the ωB97M-V functional and the def2-TZVPD basis

Output
Frontier orbital gap, eV: 9.3
Total charge: -1
Spin multiplicity: 1
HOMO level, eV: -7.61

XYZ file:
```
81
Properties=species:S:1:pos:R:3:mulliken_charge:R:1
N 1.42978 1.17580 -0.60213 -0.382
S 1.63279 -0.20825 0.14444 1.119
O 1.93143 -1.35568 -0.65047 -0.819
O 0.68598 -0.34370 1.21007 -0.660
F 2.98541 0.06800 0.90125 -0.331
S -0.16623 0.87028 -1.11219 0.312
O -1.04645 1.78594 -0.45733 -0.502
O -0.63687 -0.45172 -1.40136 0.116
F -0.05336 1.52713 -2.54777 -0.327
C -4.91917 1.56605 0.71452 0.507
O -5.93874 1.68778 1.38696 -0.714
N -4.63487 0.38555 0.09909 -0.196
N -4.10647 2.61999 0.42325 -0.233
H -5.19960 -0.37778 0.42409 0.150
H -3.77556 0.19308 -0.38363 0.154
H -4.50895 3.49635 0.69727 0.167
H -3.25149 2.46420 -0.07409 0.213
C -3.94451 -2.10435 -2.33369 0.528
O -5.17014 -2.05981 -2.35150 -0.722
N -3.29346 -2.40682 -1.17084 -0.141
N -3.15620 -1.90240 -3.41759 -0.262
H -3.98194 -2.60246 -0.46809 0.180
H -2.29240 -2.35285 -1.10322 0.008
H -2.16027 -1.85265 -3.31112 0.193
H -3.66577 -1.79206 -4.27346 0.194
C 2.13913 3.74479 1.98682 0.400
O 2.45874 4.44926 2.92301 -0.659
N 0.81371 3.50138 1.68895 -0.206
N 2.97975 3.21983 1.05554 -0.125
H 0.60600 2.85146 0.94868 0.216
H 0.18954 3.81964 2.40550 0.178
H 3.96923 3.36465 1.01218 0.157
H 2.59759 2.52185 0.44155 0.140
C -1.83940 5.54590 -0.45449 0.540
O -2.43592 6.56364 -0.75868 -0.683
N -0.76806 5.08644 -1.16663 -0.276
N -2.07711 4.85350 0.70974 -0.244
H -0.47162 5.53652 -2.01162 0.186
H -0.46691 4.13201 -1.05554 0.180
H -2.42324 5.36878 1.49616 0.260
H -1.44521 4.08137 0.82563 0.055
C 0.18438 -4.22074 -0.42908 0.082
O -0.59627 -3.35501 -0.02939 -0.594
N -0.21467 -5.47303 -0.81989 -0.347
N 1.47630 -3.95857 -0.73820 -0.350
H 0.35858 -6.28501 -0.67504 0.195
H -1.21021 -5.62144 -0.83067 0.244
H 1.74899 -2.98270 -0.64638 0.620
H 2.10017 -4.63645 -1.13400 0.163
C 1.69231 0.92073 5.61153 0.591
O 2.39452 1.90772 5.68536 -0.616
N 1.12552 0.47336 4.44783 -0.207
N 1.39082 0.13273 6.69542 -0.384
H 0.62757 -0.39433 4.38308 0.160
H 1.28574 1.00619 3.61206 0.074
H 1.65640 0.41161 7.61857 0.214
H 1.01787 -0.78495 6.53899 0.154
C 0.97226 -4.40097 3.38226 0.529
O 1.66128 -4.74705 4.32637 -0.681
N 0.01369 -5.18887 2.81190 -0.297
N 0.98761 -3.17613 2.78837 -0.207
H -0.33338 -6.00426 3.27729 0.200
H -0.47856 -4.78476 2.03375 0.228
H 1.72022 -2.58859 3.15171 0.169
H 0.56870 -2.94121 1.90299 0.091
C 3.83438 3.00268 -2.89441 0.526
O 4.30553 3.87289 -3.61479 -0.692
N 4.51395 1.87791 -2.54223 -0.264
N 2.53524 3.03263 -2.48560 -0.091
H 5.48526 1.74439 -2.73752 0.185
H 3.97737 1.12702 -2.14516 0.147
H 2.18980 2.30413 -1.86447 0.418
H 1.97545 3.80017 -2.80180 0.088
C 0.43111 -2.66280 -4.53446 0.309
O -0.09182 -2.76743 -5.63018 -0.672
N 0.80118 -1.44968 -4.01776 -0.312
N 0.57603 -3.69870 -3.65359 -0.279
H 0.83374 -1.21054 -3.04269 0.135
H 0.61569 -0.68557 -4.64669 0.239
H 0.49172 -4.60603 -4.07763 0.171
H 0.78637 -3.65993 -2.66510 0.391
```

---

Which of them is the most stable? Correct choice: *b*.

---

*a*
Formula: C10H13O2
Source: the Open Molecules 2025 dataset
Level of theory: the ωB97M-V functional and the def2-TZVPD basis

Output
Frontier orbital gap, eV: 7.6
Total charge: -1
Spin multiplicity: 1
HOMO level, eV: -4.19

XYZ file:
```
25
Properties=species:S:1:pos:R:3:mulliken_charge:R:1
C -2.56214 0.00663 0.53143 0.152
C -2.38104 1.51964 0.72161 -0.993
C -2.66822 -0.12695 -1.08607 0.435
O -3.45466 0.61955 -1.65704 -0.706
O -2.01958 -1.04811 -1.61788 -0.792
H -1.57664 -0.38367 0.67215 -0.274
H -3.38993 -0.59468 0.97919 0.351
H -1.39568 1.83194 0.30026 0.225
H -2.31211 1.67467 1.77338 0.359
H -3.30541 2.14914 0.37839 0.226
C 0.69980 -1.79820 -1.41062 -1.232
C 2.02425 -0.21260 1.69281 -0.404
C 2.75218 0.92603 1.21819 -0.564
C 1.34412 -1.10263 0.87634 -0.493
C 1.33849 -0.88821 -0.50451 0.889
C 2.73950 1.09913 -0.12980 -0.425
C 1.96033 0.29663 -0.95578 -0.428
H 2.23050 -0.55061 2.71670 0.306
H 3.16670 1.59505 1.81003 0.591
H 0.66100 -1.60188 1.47438 0.369
H 3.07667 2.09915 -0.66126 0.161
H -0.40763 -1.42871 -1.41891 0.231
H 0.77596 -2.83371 -1.17816 0.362
H 1.86249 0.54285 -1.99291 0.356
H 0.84104 -1.79042 -2.53191 0.299
```

---

*b*
Formula: C10H13O2
Source: the Open Molecules 2025 dataset
Level of theory: the ωB97M-V functional and the def2-TZVPD basis

Output
Frontier orbital gap, eV: 7.0
Total charge: -1
Spin multiplicity: 1
HOMO level, eV: -3.83

XYZ file:
```
25
Properties=species:S:1:pos:R:3:mulliken_charge:R:1
C 0.90100 -0.34452 -2.55791 -0.117
C -0.61884 -0.27758 -2.79188 -1.058
C 1.40570 -1.80231 -2.76347 0.408
O 0.85079 -2.65438 -2.03466 -0.720
O 2.33009 -1.94956 -3.59202 -0.756
H 1.42138 0.32477 -3.25527 0.256
H 1.20334 -0.02570 -1.54488 0.160
H -0.97636 0.70465 -2.47801 0.254
H -1.08049 -1.11617 -2.28522 0.204
H -0.74707 -0.28922 -3.87677 0.384
C -2.18695 0.15967 0.63131 -1.071
C 0.66185 1.88364 2.52830 -0.549
C 1.41581 0.80194 2.92582 -0.351
C -0.51683 1.66527 1.83202 -0.301
C -0.94252 0.39268 1.48267 0.588
C 1.03575 -0.48689 2.55823 -0.499
C -0.14097 -0.68790 1.85436 -0.215
H 1.00091 2.90522 2.59623 0.347
H 2.34487 0.91527 3.47042 0.335
H -1.12685 2.51140 1.52003 0.254
H 1.58251 -1.39055 2.83278 0.347
H -1.80007 -0.27697 -0.28071 0.043
H -2.65645 1.11533 0.39039 0.343
H -0.46710 -1.68226 1.58530 0.346
H -2.89349 -0.39582 1.25293 0.367
```

---

Which of them is the most stable? Correct choice: *b*.

---

*a*
Formula: C4H10N3O
Source: the Open Molecules 2025 dataset
Level of theory: the ωB97M-V functional and the def2-TZVPD basis

Output
Frontier orbital gap, eV: 9.3
Total charge: +1
Spin multiplicity: 1
HOMO level, eV: -13.81

XYZ file:
```
18
Properties=species:S:1:pos:R:3:mulliken_charge:R:1
C -1.70494 0.24431 -0.87971 -1.477
C -0.20687 0.43365 -0.98167 0.732
N 0.33664 -0.03656 -2.01892 -0.236
C 0.65371 1.05629 0.07920 -0.719
C 1.64275 -0.03088 0.64491 0.561
O 2.77283 -0.10870 0.24901 -0.533
N 0.90677 -0.72337 1.60392 -0.129
N -0.44164 -0.51824 1.93816 -0.454
H -1.75816 -0.79470 -0.57622 0.460
H -2.16592 0.19928 -1.95028 0.387
H -2.20033 0.84522 -0.15149 0.384
H -0.26059 -0.52047 -2.69030 0.256
H 1.34221 0.13365 -2.14002 0.316
H -0.09960 1.37849 0.93998 0.383
H 1.35570 1.76790 -0.33177 0.360
H 1.40416 -1.59136 1.94143 0.259
H -0.53770 -0.74235 2.98742 0.287
H -1.03902 -0.99216 1.33635 0.164
```

---

*b*
Formula: C4H10N3O
Source: the Open Molecules 2025 dataset
Level of theory: the ωB97M-V functional and the def2-TZVPD basis

Output
Frontier orbital gap, eV: 10.5
Total charge: +1
Spin multiplicity: 1
HOMO level, eV: -14.05

XYZ file:
```
18
Properties=species:S:1:pos:R:3:mulliken_charge:R:1
C 3.00081 -0.23062 -0.09381 0.818
C -1.43165 -0.74918 -0.78484 -0.678
C -1.47752 0.79434 -0.49864 -0.634
C -0.15938 -0.10538 -0.62580 0.037
N 3.10977 0.89263 0.39013 -0.641
N 0.49376 -0.18758 0.63464 -0.546
N 0.59792 1.01649 1.48164 -0.213
O 2.81918 -1.34505 -0.44654 -0.371
H -1.80130 -1.34139 -0.04625 0.243
H -1.71104 -1.26717 -1.75518 0.246
H -1.83918 1.47055 -1.23148 0.293
H -1.66159 1.16444 0.53571 0.300
H 0.39857 -0.01566 -1.47280 0.373
H -0.16168 -1.02700 1.33885 0.352
H 4.01444 1.38310 0.43246 0.235
H 1.52338 1.35146 0.94321 0.429
H 0.74606 0.61345 2.45852 0.362
H -0.16590 1.77309 1.23598 0.394
```

---

Which of them is the most stable? Correct choice: *a*.

---

*a*
Formula: C4H10N3O
Source: the Open Molecules 2025 dataset
Level of theory: the ωB97M-V functional and the def2-TZVPD basis

Output
Frontier orbital gap (alpha / beta), eV: 7.9 / 7.9
Total charge: +1
Spin multiplicity: 1
HOMO level (alpha / beta), eV: -11.74 / -11.75

XYZ file:
```
18
Properties=species:S:1:pos:R:3:mulliken_charge:R:1
C 0.43577 0.34197 0.38471 -0.107
C -0.08043 0.15087 -1.04616 0.451
C -0.10776 -0.71386 1.31947 -0.448
C -1.38834 0.83950 -1.20962 -1.585
N -0.30825 -1.24499 -1.30689 0.055
N -0.32178 -2.03628 -0.45773 -0.352
N 1.96323 0.13526 0.26815 -0.350
O -1.37446 -0.41163 1.66026 -0.420
H 0.31533 1.42980 0.74404 0.434
H 0.59287 0.58071 -1.72675 0.442
H 0.65631 -1.17843 2.05381 0.231
H -2.03305 0.46090 -2.03042 0.382
H -1.37307 1.92472 -1.13698 0.401
H -2.02360 0.64394 -0.40160 0.363
H 2.53032 0.72046 0.96469 0.367
H 2.37641 0.36431 -0.62987 0.332
H 2.03904 -0.96330 0.36788 0.440
H -1.89854 -1.04396 2.18301 0.365
```

---

*b*
Formula: C4H10N3O
Source: the Open Molecules 2025 dataset
Level of theory: the ωB97M-V functional and the def2-TZVPD basis

Output
Frontier orbital gap, eV: 10.6
Total charge: +1
Spin multiplicity: 1
HOMO level, eV: -14.00

XYZ file:
```
18
Properties=species:S:1:pos:R:3:mulliken_charge:R:1
C -0.02176 -2.25226 -0.30523 -1.168
C 0.56371 -1.03318 0.43399 0.147
O 1.85410 -1.06909 -0.07272 -0.248
N 2.34942 0.25355 0.15879 -0.332
C 1.02174 1.13504 -0.14517 0.409
N 0.97122 2.43859 -0.42455 -0.338
N 0.02467 0.32985 0.13175 0.040
C -1.33578 0.74053 0.57690 -0.980
H 0.00542 -3.06910 0.41338 0.323
H 0.57242 -2.48959 -1.29010 0.338
H -0.99385 -2.04454 -0.62514 0.394
H 0.56144 -1.15016 1.45912 0.469
H 3.14818 0.32080 -0.40083 0.300
H 1.71867 2.99090 -0.13263 0.267
H -0.01563 2.72369 -0.33208 0.278
H -1.84001 -0.19207 0.99635 0.368
H -1.34292 1.59515 1.41317 0.379
H -2.02863 1.19746 -0.15402 0.352
```

---

Which of them is the most stable? Correct choice: *b*.